Entry 1:
DFT (wB97M-V/def2-TZVPD) results for a structure of composition C29H54IrN2O2SSi2 in a non-equilibrium geometry.

Cartesian coordinates (Å):
H -0.65818 4.27075 1.06426
H 2.69209 2.16085 -2.19971
C -5.67777 1.06785 -0.36683
C 3.13216 -3.52545 0.56595
C 0.98169 -5.42929 -1.87352
C -2.96889 -2.31429 1.13117
H -4.43414 -1.06775 0.20024
C 1.76059 -3.24667 -2.59205
C 0.81931 2.81073 -1.27729
H 3.76691 2.38493 -0.23075
H 2.16944 -0.83682 -0.87238
H 1.51856 2.84031 -3.31827
C 2.97384 -0.16761 -0.59829
H 4.56058 1.33498 0.93709
H -3.44849 3.41814 -2.67119
H -4.40475 -2.72495 -0.41890
H -5.74653 0.66638 0.64786
C 2.11533 -5.17863 -3.97848
H -0.51768 3.83102 -2.63020
C 0.13724 2.42459 1.92498
H 0.86262 4.68409 -0.14348
C 1.14086 -4.06540 -1.65833
H 2.21351 -4.00964 4.30068
H -3.64249 -2.70697 1.89711
C -0.58588 3.11051 -1.80850
C 3.79471 -3.85752 2.85340
H -5.16975 3.01841 -2.69934
C 2.52408 0.76373 0.54382
H -1.51132 -1.41378 2.31410
H -3.51860 4.41977 0.16473
Si 0.74500 1.57249 0.24035
H -1.81102 2.92812 1.08942
H 3.28220 0.38391 -1.48455
C 4.12538 -3.67401 1.51337
O 0.07921 -1.02528 -0.74459
C -4.33052 3.72218 0.38035
Ir -1.22049 0.12817 -0.30496
H 2.46194 3.98046 -0.41068
Si -4.13131 2.13669 -0.62801
H 0.48249 -6.04511 -1.13579
C 1.47725 4.13190 -0.85470
H 2.06490 2.55071 2.96650
S 0.46962 -3.39659 -0.15048
C 2.25604 -3.81555 -3.75537
O -2.78785 1.36263 -0.21288
H 3.83185 -0.76432 -0.26395
C 1.47665 -5.98188 -3.04325
H 4.58083 -3.99223 3.58408
H -1.23811 3.53055 -1.04309
H -0.43576 1.82315 3.91845
N -2.87471 -1.40843 -1.12764
C -0.39277 1.38195 2.91764
H -3.97188 1.78819 -3.12171
C 3.61473 1.83158 0.69643
C 2.48018 -0.08986 1.81978
C -4.17674 2.63353 -2.45941
H -1.06195 2.20542 -2.19759
H 1.27813 1.20402 -2.68968
H 2.74708 -3.19092 -4.48886
H -6.55858 1.69217 -0.53027
H 0.22950 0.48802 2.97506
H -1.40588 3.78109 2.58117
H 1.60835 4.76659 -1.73797
H 1.83881 -2.18240 -2.41179
N -2.19428 -1.15820 1.61141
H 3.40368 2.54711 1.48997
H -2.27412 -3.10065 0.84887
H -2.82649 -0.47287 2.01386
H 0.41752 -3.74581 2.62119
H -5.73397 0.23664 -1.07500
H 5.16248 -3.64758 1.20848
C 1.45936 -3.71472 2.32463
H 2.28227 0.50830 2.70826
H 0.89660 3.78516 3.41644
H -3.38999 -0.92156 -1.85219
H -5.27231 4.21639 0.13469
C 2.46303 -3.86793 3.25803
H 2.49628 -5.61352 -4.89267
H 3.44788 -0.58293 1.96476
H -2.35207 -2.16812 -1.54812
H 1.71573 -0.86958 1.73999
H 1.74545 3.91225 1.87666
C -3.78092 -1.89279 -0.08192
C 1.28868 3.20646 2.57155
C 1.62786 2.20743 -2.43198
H 3.38168 -3.37632 -0.47549
H -1.40426 1.08173 2.63730
H 1.35874 -7.04189 -3.22218
C 1.79619 -3.56631 0.97331
H -4.32637 3.51456 1.45271
C -1.00027 3.40555 1.63419

HOMO level (alpha / beta)   -10.271 / -10.162 eV
2S+1   5
Net charge   +1
HOMO-LUMO gap (alpha / beta)   8.077 / 3.918 eV
<S²>   6.024
Electronic energy   -2478.659304 hartree
LUMO level (alpha / beta)   -0.08062 / -0.22946 Eh

Entry 2:
DFT (wB97M-V/def2-TZVPD) results for a structure of composition C33H48N2O3PtSe3Te2.

Cartesian coordinates (Å):
H 2.53261 -3.69565 0.33224
H -1.85910 2.27181 0.24276
H 0.30349 3.40799 -5.37888
H 0.25047 3.12720 4.90715
C -1.06280 2.93399 -2.96207
H -0.98177 3.77090 -3.65211
H 5.62949 -2.28366 1.62683
H -4.21566 -4.02972 1.92545
H 2.59806 3.44153 4.30253
C -1.52756 -4.46232 0.56938
O 1.08772 -2.13590 -0.41311
O -0.58664 -0.66039 -2.97808
C 3.32201 -3.40873 1.02754
H 4.22982 -3.97857 0.78865
Pt -0.72371 -2.36828 -1.63848
C 2.39109 -0.13686 2.32615
C 0.93045 0.77144 -5.03187
H -0.41336 6.49225 -1.04207
C 3.62485 -1.89972 0.94990
H 4.99640 -2.08684 -0.72838
C 0.11894 2.40779 4.09441
H 1.06365 0.19371 5.42691
C -0.46575 1.41168 -4.93311
H 3.32275 0.00905 2.86334
H -1.41663 3.19478 -5.77780
H -2.89539 6.36562 -1.62376
H -2.50024 5.37784 -3.03901
C 2.37249 -1.07751 1.30742
C 4.09060 -1.52569 -0.46647
H 0.52318 4.99462 -0.83644
C -1.51928 0.48401 -5.57087
H 5.14483 -0.59849 1.84342
H -2.07607 5.78177 0.61638
Te 0.29479 -3.07691 -5.20976
H -0.02084 5.48516 -2.44751
H 1.68988 1.45396 -4.63460
H 1.17429 0.56017 -6.08050
Te -2.19126 -4.11147 -4.76566
H 0.97657 -0.15549 -4.46010
O -3.40312 -5.56553 3.99777
C -2.00296 -5.31628 3.97681
C -1.41314 3.22258 -1.63082
H -1.71663 -5.01657 4.98174
H -0.69021 1.72763 4.37850
H -1.16732 4.29654 0.93241
C 1.16059 -1.25631 0.57195
H -1.59947 -0.45348 -5.01554
C 1.42911 1.65878 3.85840
N -2.21328 -4.60480 1.68127
H -0.16790 2.45125 -6.78740
C 1.81698 0.94283 5.16307
C -1.55729 2.13816 -0.79104
H -2.50100 0.97185 -5.57584
H -1.46371 -6.22998 3.70963
C 2.51554 2.68877 3.50931
H 1.89494 1.66046 5.98895
C -0.89859 0.55153 -2.56008
H -2.12132 -3.28555 3.30915
H -0.77650 0.99923 2.27852
C -1.60417 4.67072 -1.17046
H -0.58772 -4.07988 2.90942
H 4.52624 -1.85240 2.94267
H -0.19236 2.96213 3.20358
H -3.40352 -6.91640 2.43336
Se -3.00024 -2.92765 -2.79775
H 3.00700 -3.68218 2.04310
C -1.95734 4.73758 0.31528
H 2.27202 3.19932 2.57169
H 2.78023 0.43211 5.06796
H 3.49632 2.21725 3.39025
H 4.31976 -0.45748 -0.52431
H -3.94401 -5.27702 0.69507
C -1.31399 0.84530 -1.25909
C 1.29391 0.64489 2.71910
H -2.89696 4.21820 0.53283
H -4.95661 -6.16383 2.84709
Se 1.38940 -3.17496 -3.04702
C -0.81851 1.66122 -3.45495
H 3.31971 -1.74735 -1.20149
C -3.89121 -5.98510 2.73343
H -3.66954 4.78248 -1.85091
C 0.12031 0.44473 2.02680
C -0.30046 5.45809 -1.38933
C -1.66296 -4.22197 2.99226
Se -1.55341 -0.58769 -0.01535
C 4.79224 -1.63360 1.90311
C -3.64964 -4.92800 1.68111
C -0.43978 2.69958 -5.75590
C 0.07334 -0.47370 0.97889
C -2.73401 5.33831 -1.97036
H -1.24581 0.25300 -6.61065
N -0.90532 -4.28185 -0.39599

HOMO level (alpha / beta)   -7.028 / -7.160 eV
2S+1   5
HOMO-LUMO gap (alpha / beta)   6.135 / 4.396 eV
<S²>   6.023
Electronic energy   -9481.092722 hartree
LUMO level (alpha / beta)   -0.03280 / -0.10158 Eh

Entry 3:
DFT (wB97M-V/def2-TZVPD) results for a structure of composition C7H3NO5Pb in a non-equilibrium geometry.

Cartesian coordinates (Å):
N -0.78361 0.29189 0.50991
C 0.90527 1.40144 -1.65800
C -1.70980 0.63603 1.11140
H -3.35559 0.17001 2.17426
O 3.72528 -1.12749 -2.03462
C 2.13963 0.68121 0.81554
C 2.70307 -0.86430 -1.54591
H -3.44838 1.64951 1.18474
O 0.92591 2.41189 -2.22835
O 2.83270 1.24990 1.59937
Pb 0.80151 -0.40278 -0.67746
C -2.79680 1.04006 1.81744
C 1.11849 -1.97870 0.60457
H -2.47828 1.63475 2.67672
O -1.24174 -2.23038 -3.21461
O 1.25971 -2.88390 1.31695
C -0.59736 -1.67913 -2.45197

HOMO level   -15.134 eV
Net charge   +2
HOMO-LUMO gap   5.785 eV
Electronic energy   -891.351684 hartree
LUMO level   -0.34357 Eh

Entry 4:
DFT (wB97M-V/def2-TZVPD) results for a cluster of 4 separate species, C5H17NO2 in total in a non-equilibrium geometry.

Cartesian coordinates (Å):
H -2.97403 1.24775 -0.81471
H -1.47824 -0.12403 -1.82460
H -1.51281 2.02024 -0.10421
H -1.44853 -0.71555 -0.20451
C -2.12972 1.16861 -0.17897
C -1.13843 0.11162 -0.79824
H -0.02021 1.91216 -2.33807
C 1.18528 -0.63719 -0.60749
H 0.47446 -2.47507 2.27453
H -2.61560 -0.17163 3.34027
O -1.77801 -0.32873 2.84195
C 0.63889 1.11479 -2.02874
H 2.61024 -0.18910 1.15411
O 0.02996 -1.78681 1.81690
H 1.23799 -1.38972 -1.42382
H -0.76162 -1.39127 2.33054
H -0.39814 0.30112 1.80297
C 2.58416 -0.24190 0.04830
H 0.65956 0.33998 -2.78956
H 1.56719 1.64584 -1.93604
H 3.30723 -1.01438 -0.19280
H -2.20559 0.83785 0.80736
N 0.30880 0.48521 -0.80746
H 3.06136 0.65532 -0.44736
H 0.79582 -1.37511 0.07964

HOMO level (alpha / beta)   -2.234 / -3.866 eV
2S+1   2
Net charge   -1
HOMO-LUMO gap (alpha / beta)   6.083 / 7.699 eV
<S²>   0.753
Electronic energy   -405.762985 hartree
LUMO level (alpha / beta)   0.14145 / 0.14085 Eh

Entry 5:
DFT (wB97M-V/def2-TZVPD) results for a structure of composition CHCsLiO2.

Cartesian coordinates (Å):
O -1.98134 -0.87433 -3.18152
Li 2.03250 1.60083 3.16980
C -1.94590 -1.45008 -4.15473
Cs -1.31171 0.59017 0.29065
H 1.84034 -0.34566 1.87044
O 1.36611 0.47907 2.00535

HOMO level   -12.709 eV
Net charge   +1
HOMO-LUMO gap   9.181 eV
Electronic energy   -216.691905 hartree
LUMO level   -0.12967 Eh

Entry 6:
DFT (wB97M-V/def2-TZVPD) results for a cluster of 2 separate species, C4H11N2S in total in a non-equilibrium geometry.

Cartesian coordinates (Å):
H 1.77205 0.30022 -1.31768
H -2.67606 1.22215 1.31003
C -0.88861 -0.65732 0.10843
H 0.48505 -1.85435 0.29596
H 3.74191 -0.94317 0.43711
C -1.42161 0.63891 -0.44470
H 1.99790 0.48839 0.54840
H -0.63503 1.10456 -0.94296
H 3.70326 -1.25957 -1.24069
H -1.85521 2.50027 0.30668
C -1.77740 1.47269 0.76856
H -2.19417 0.37625 -1.17374
S -2.08060 -1.73104 0.76746
N 0.38495 -0.96151 -0.07168
N 3.29738 -0.78646 -0.44659
H -0.82899 1.33425 1.28037
C 2.14341 -0.07002 -0.37666
H -3.16821 -1.17425 0.19168

HOMO level   -13.806 eV
Net charge   +1
HOMO-LUMO gap   10.339 eV
Electronic energy   -666.406356 hartree
LUMO level   -0.12743 Eh

Entry 7:
DFT (wB97M-V/def2-TZVPD) results for an isolated molecule of C16H27N5O2 in a non-equilibrium geometry.

Cartesian coordinates (Å):
H -1.49067 3.96047 -0.60791
H -5.78044 -2.64176 -2.61618
C -2.60728 2.55496 -1.81494
H -0.75165 -2.29266 0.85573
H -2.50327 -2.92416 -0.81758
C -1.39116 2.93408 -0.97450
H -3.69354 -2.95474 0.48206
H -1.30048 0.17594 2.57067
H -2.48194 1.47556 1.75428
H -3.25888 -0.54860 0.93608
C -0.14613 1.23156 0.16635
C 2.18381 -1.33209 1.15352
H 2.45956 0.94122 -3.07210
H -3.51876 2.58430 -1.22201
H -4.31140 -3.61032 -2.48783
H -2.48761 1.55030 -2.21124
C -0.64636 -0.49768 2.02002
O 4.80032 -0.99866 -1.29188
C -3.23443 -2.31815 -0.27792
H 0.07006 -0.93842 2.71854
C -4.30870 -1.83919 -1.25157
C 1.73114 0.44371 -0.48028
H -0.34269 2.40620 2.73724
N 0.80701 1.37986 -0.75828
O 2.00831 -2.04393 2.12630
H -0.48529 2.86400 -1.57525
H 3.98657 -2.18470 0.67394
H -2.80091 3.03928 1.02461
C -2.52052 -1.15241 0.40190
H -5.50173 -3.63881 -1.18748
C 3.75048 -0.75724 -0.73748
C -5.02023 -3.00412 -1.92817
N 2.89171 0.23295 -1.16106
H -0.70768 3.96416 2.00116
H 4.18952 0.71432 -2.68125
H 3.27902 2.09756 -2.00603
H -5.03959 -1.23149 -0.71260
N 0.13494 0.22302 1.04047
H -2.71212 3.24658 -2.64615
H -1.91361 -2.21316 2.17688
H -3.84848 -1.20405 -2.01222
C -2.00234 2.36596 1.34120
N -1.24442 2.02787 0.15452
H -2.06374 -0.52086 -0.36306
C -1.14879 3.05582 2.40510
H -1.76145 3.31830 3.26379
C 3.22565 1.05069 -2.30459
C -1.44950 -1.63397 1.37666
C 1.36005 -0.29973 0.62678
N 3.33772 -1.46720 0.37103

HOMO level   -7.655 eV
HOMO-LUMO gap   8.319 eV
Electronic energy   -1050.219809 hartree
LUMO level   0.02441 Eh
SMILES string   CCCCCCn1c(N(CC)CC)nc2c1c(=O)[nH]c(=O)n2C

> The highest electronic energy belongs to which entry?

CHCsLiO2

> Look up the electronic energy of the third one.

-891.351684 hartree

> Which of these has the highest electronic energy?

CHCsLiO2